Below is the ion C4H9N with charge -1 at a distorted geometry, with properties calculated with ωB97M-V/def2-TZVPD.

multiplicity: 2
frontier orbital gap (spin up / spin down): 3.009 / 9.224 eV
E_LUMO (spin up / spin down): 4.603 / 4.543 eV
expectation value of S²: 0.750
net charge: -1
highest occupied orbital energy (spin up / spin down): 1.6 / -4.7 eV

Element x y z (Å)
C1 0.96404 -0.76932 -0.15213
N1 -0.24232 -1.05602 0.61505
C2 -0.84994 0.29454 0.89218
C3 -0.40080 1.16867 -0.28712
C4 0.45354 0.28351 -1.10001
H1 1.68417 -0.31900 0.50490
H2 1.34464 -1.61131 -0.71150
H3 -0.06571 -1.51291 1.44618
H4 -1.95048 0.20196 0.86447
H5 -0.48107 0.64094 1.87368
H6 0.27494 2.00247 -0.02614
H7 -1.20058 1.55168 -1.00808
H8 -0.20212 -0.19636 -1.74079
H9 1.29141 0.77031 -1.62562

=====

Below is the molecule C5H9NO at a distorted geometry, with properties calculated with ωB97M-V/def2-TZVPD.

frontier orbital gap: 9.223 eV
E_LUMO: 1.087 eV
highest occupied orbital energy: -8.1 eV
structure (SMILES): CC1=C[C@H](C)NO1

Element x y z (Å)
C1 0.48734 -1.87743 2.03811
C2 0.33628 -0.93799 0.87870
C3 0.38782 0.36730 0.67309
C4 0.41693 0.57590 -1.07033
C5 -0.60578 1.47700 -1.69009
N1 0.41674 -0.84292 -1.46711
O1 0.39688 -1.66884 -0.31849
H1 -0.45907 -1.85939 2.50658
H2 1.30038 -1.43980 2.69695
H3 0.70590 -2.94443 1.73330
H4 0.23623 1.15165 1.41452
H5 1.39600 0.83340 -1.25646
H6 -1.56916 1.20776 -1.38043
H7 -0.41388 1.59714 -2.76909
H8 -0.56272 2.46837 -1.46669
H9 -0.45099 -0.89585 -2.01162

=====

Below is a structure of composition C2H6AlFOPb at a distorted geometry, with properties calculated with ωB97M-V/def2-TZVPD.

multiplicity: 2
frontier orbital gap (spin up / spin down): 7.889 / 7.562 eV
E_LUMO (spin up / spin down): -14.936 / -15.263 eV
expectation value of S²: 0.754
net charge: +3
highest occupied orbital energy (spin up / spin down): -22.8 / -22.8 eV

Element x y z (Å)
Al1 -3.70089 -3.19892 0.70798
Pb1 -3.56683 0.93806 0.17078
F1 -2.09653 -0.96835 -0.44182
C1 1.75668 0.43327 0.60738
C2 0.59654 0.67719 -0.41768
O1 0.52246 -0.51053 -1.14601
H1 2.59354 -0.10188 0.15863
H2 1.51039 -0.15546 1.49102
H3 2.23101 1.34881 0.96079
H4 0.86197 1.49799 -1.08397
H5 -0.32442 0.86661 0.13371
H6 -0.38393 -0.82679 -1.14080

=====

Below is a structure of composition C5H8O at a distorted geometry, with properties calculated with ωB97M-V/def2-TZVPD.

frontier orbital gap: 10.109 eV
E_LUMO: 0.964 eV
highest occupied orbital energy: -9.1 eV

Element x y z (Å)
C1 1.76075 0.01783 -0.11737
C2 0.88603 0.30144 -1.09444
C3 0.86390 -0.01729 0.92726
C4 -0.26949 0.29165 -0.14241
C5 -1.41701 -0.81541 -0.18543
O1 -0.76016 1.58466 -0.04567
H1 2.77530 0.04983 -0.08666
H2 0.91924 0.48562 -2.12137
H3 0.71405 -1.07176 1.33372
H4 1.09736 0.86781 1.64555
H5 -1.87325 -1.12358 0.78665
H6 -0.86677 -1.66287 -0.59407
H7 -2.22429 -0.42066 -0.90632
H8 -1.60566 1.51274 0.60055

=====

Below is the molecule CH4IN3 at a distorted geometry, with properties calculated with ωB97M-V/def2-TZVPD.

frontier orbital gap: 8.597 eV
E_LUMO: -0.158 eV
highest occupied orbital energy: -8.8 eV
structure (SMILES): C/N=N/NI

Element x y z (Å)
C1 0.62639 -0.40053 0.17810
N1 -0.51130 0.51766 -0.10440
N2 -1.60366 -0.01935 0.26056
N3 -2.72483 0.78175 0.01315
I1 -4.50409 -0.07902 0.00924
H1 1.44009 -0.39450 -0.47967
H2 0.34596 -1.39196 0.40766
H3 1.18689 -0.19301 1.06557
H4 -2.51587 1.73592 -0.22228

=====

Below is a structure of composition C23H29Cl5NO2P2Sc at a distorted geometry, with properties calculated with ωB97M-V/def2-TZVPD.

frontier orbital gap: 4.684 eV
E_LUMO: 0.010 eV
highest occupied orbital energy: -4.7 eV

Element x y z (Å)
C1 1.31352 -2.96189 -2.60389
C2 1.19316 -1.77930 -1.83068
N1 0.26728 -1.75576 -0.79080
C3 -0.03991 -2.96373 -0.25181
C4 0.33322 -4.16793 -0.81250
C5 0.94776 -4.16240 -2.04899
C6 1.82799 -0.56942 -2.15483
P1 1.68554 1.01648 -1.43635
Sc1 0.08418 -0.01318 0.39576
P2 -1.81356 -1.45137 1.34987
C7 -0.78687 -2.97585 1.07423
C8 -1.30827 2.06960 0.02442
C9 -0.44428 3.12396 0.34094
C10 -0.92985 4.23750 1.03068
C11 -2.29766 4.31092 1.31568
C12 -3.17465 3.28486 0.94756
C13 -2.68244 2.16488 0.27854
O1 -0.95543 -0.23793 -5.58122
O2 -2.19368 0.88349 -2.23809
H1 1.77380 -2.85953 -3.59286
H2 0.09377 -5.08440 -0.28249
H3 1.24581 -5.07396 -2.51321
C14 3.45580 1.48806 -1.31018
C15 1.12123 2.28427 -2.65815
H4 -1.49049 -3.83213 1.12737
H5 -0.07600 -3.08821 1.92829
H6 -0.52540 -0.09158 -6.49666
H7 2.18411 -0.49200 -3.18338
C16 -2.18786 -1.62661 3.13782
C17 -3.35926 -1.94205 0.58107
H8 0.61048 3.07343 0.03388
H9 -0.24273 5.03773 1.33589
H10 -2.71379 5.16891 1.83401
H11 -4.24810 3.33146 1.17691
H12 -3.36833 1.35932 -0.02879
H13 -1.11495 0.70225 -1.77899
H14 -2.28011 1.82044 -2.58155
H15 -2.32243 0.32615 -3.01765
H16 -1.16883 -1.19725 -5.59118
H17 -0.92696 1.23073 -0.66433
H18 3.82546 1.64782 -2.33621
H19 3.63524 2.39355 -0.71110
H20 3.97938 0.63979 -0.84727
H21 1.80238 2.31127 -3.52213
H22 0.09982 2.13502 -3.03909
H23 1.13268 3.29533 -2.21738
H24 -3.77634 -2.82090 1.07823
H25 -4.07377 -1.12012 0.64993
H26 -3.20237 -2.17627 -0.47254
H27 -2.76022 -2.55592 3.30832
H28 -1.25778 -1.64742 3.73171
H29 -2.78603 -0.75497 3.45134
Cl1 -0.46067 1.33898 3.05745
C18 1.15647 0.64882 3.08148
C19 1.55766 -0.04661 1.94462
C20 2.77768 -0.73130 1.98121
Cl2 3.22420 -1.70976 0.61413
C21 3.62880 -0.66018 3.09249
Cl3 5.12862 -1.48306 3.07223
C22 3.23012 0.10196 4.22696
Cl4 4.25166 0.21137 5.57813
C23 1.97239 0.75292 4.22509
Cl5 1.42881 1.64175 5.58806

=====

Below is a cluster of 8 separate species, C35H42F7N4O22 in total, with properties calculated with ωB97M-V/def2-TZVPD.

frontier orbital gap: 8.681 eV
E_LUMO: -2.990 eV
net charge: +1
highest occupied orbital energy: -11.7 eV

Element x y z (Å)
C1 -4.78468 0.42382 -5.73665
O1 -3.57424 0.13229 -6.39976
C2 -2.42023 0.68769 -5.80076
C3 -1.23097 -0.24702 -6.03731
C4 -0.35907 -0.57770 -4.81275
C5 -0.06804 0.53609 -3.81240
C6 0.68753 1.73813 -4.43322
C7 0.03029 3.09361 -4.26544
N1 -0.07305 3.48648 -2.84329
C8 -0.51662 4.62206 -2.35859
N2 -0.42650 4.51678 -1.02128
C9 0.08751 3.28169 -0.74379
C10 0.32098 2.72237 0.59570
C11 -0.41688 3.13696 1.69356
C12 -0.17440 2.51611 2.90934
C13 0.78192 1.52978 2.95830
C14 1.46730 1.18879 1.79972
N3 1.24701 1.76933 0.63105
N4 0.31556 2.64388 -1.85976
H1 -5.54290 -0.26588 -6.10755
H2 -5.12313 1.44640 -5.94766
H3 -4.69977 0.27216 -4.65475
H4 -2.60689 0.84100 -4.72972
H5 -2.22122 1.67742 -6.24149
H6 -1.66505 -1.18046 -6.40133
H7 -0.59161 0.14696 -6.83050
H8 -0.79024 -1.42207 -4.26717
H9 0.60924 -0.93234 -5.18166
H10 -0.97407 0.87248 -3.29895
H11 0.55758 0.10977 -3.02597
H12 1.69061 1.78675 -4.00136
H13 0.83562 1.55426 -5.49637
H14 -0.97080 3.09874 -4.70434
H15 0.61328 3.86202 -4.77831
H16 -0.86496 5.47687 -2.91416
H17 -0.67199 5.22562 -0.34652
H18 -1.18751 3.89510 1.60044
H19 -0.73153 2.78831 3.79702
H20 1.00229 1.02582 3.88977
H21 2.21652 0.40466 1.82786
C15 -2.60677 1.25625 8.28220
C16 -2.95317 2.17390 7.12551
O2 -1.71282 2.25769 6.42685
C17 -1.00264 1.13860 6.70000
O3 -0.02545 0.79677 6.11001
O4 -1.55507 0.45949 7.71543
F1 -3.31995 3.40738 7.52180
H22 -2.21416 1.82781 9.12347
H23 -3.42486 0.62271 8.60830
H24 -3.71160 1.78158 6.44631
C18 0.77894 -3.15484 5.08759
C19 0.26956 -1.94757 4.34293
O5 -0.81351 -2.47012 3.60425
C20 -1.28381 -3.57715 4.26879
O6 -2.31529 -4.10235 4.03465
O7 -0.40753 -3.94370 5.22947
F2 1.20058 -1.44642 3.48222
H25 1.50851 -3.69942 4.48662
H26 1.20659 -2.91712 6.05117
H27 -0.07836 -1.13680 4.98320
C21 0.42769 -3.43617 -0.93111
C22 0.78885 -3.77433 -2.36503
O8 1.87073 -4.66243 -2.20445
C23 1.75831 -5.26479 -0.98233
O9 2.37469 -6.20761 -0.63329
O10 0.82786 -4.61666 -0.23732
F3 1.20508 -2.68341 -3.05872
H28 1.02103 -2.58882 -0.58197
H29 -0.62918 -3.24247 -0.77234
H30 -0.00348 -4.26761 -2.93078
C24 2.83300 -0.08827 7.27607
C25 3.78438 -0.23422 8.44535
O11 3.68956 -1.62128 8.73788
C26 3.31402 -2.26863 7.60517
O12 3.35398 -3.44265 7.44804
O13 2.90001 -1.38226 6.67257
F4 3.38776 0.47849 9.52450
H31 1.81470 0.09809 7.61203
H32 3.13231 0.67377 6.56255
H33 4.82353 0.01143 8.22411
C27 -6.93221 3.30480 -2.92842
C28 -6.05107 3.19553 -1.70127
O14 -6.21362 1.85017 -1.32081
C29 -6.54882 1.12823 -2.43540
O15 -6.51844 -0.04796 -2.51169
O16 -6.88054 1.97328 -3.44142
F5 -6.44501 4.00734 -0.69198
H34 -7.95634 3.55582 -2.64954
H35 -6.56865 4.00793 -3.67211
H36 -4.99069 3.38300 -1.89313
C30 2.13469 0.52837 -10.36616
C31 1.43661 -0.46777 -9.45989
O17 1.68530 0.07862 -8.17118
C32 1.87748 1.41546 -8.30749
O18 1.88584 2.18373 -7.40080
O19 2.04336 1.73844 -9.60101
F6 1.97114 -1.70292 -9.52947
H37 3.18342 0.25916 -10.49451
H38 1.66014 0.65790 -11.33335
H39 0.35780 -0.54250 -9.60777
C33 4.97229 -4.40981 4.23888
C34 6.46325 -4.26130 4.00612
O20 6.59600 -2.86601 3.77794
C35 5.57092 -2.23576 4.40496
O21 5.51187 -1.06830 4.61017
O22 4.63186 -3.12916 4.77843
F7 6.89024 -4.93458 2.91699
H40 4.44820 -4.55977 3.29364
H41 4.70785 -5.19474 4.94101
H42 7.08621 -4.53883 4.85762